1.
Here is 4 unconnected molecules or ions with the total composition C25H35ClF9N4O10 from the OMol25 dataset. Energies are from ωB97M-V/def2-TZVPD.

XYZ file:
```
84
Properties=species:S:1:pos:R:3:mulliken_charge:R:1
C 2.31 -1.58 0.03 -0.92
C 2.40 -0.16 -0.68 0.17
O 2.60 -0.21 -2.11 -0.40
C 1.38 -0.50 -2.81 -0.13
C 0.35 0.76 -2.87 -0.42
N -1.00 0.20 -2.70 0.03
C -2.10 0.80 -2.25 0.51
N -3.30 0.00 -2.13 -0.45
C -4.20 1.00 -1.58 -0.19
C -5.70 0.71 -1.18 -0.09
C -5.97 -0.82 -0.76 -1.12
C -7.46 -0.96 -0.17 0.92
F -7.28 -1.25 1.22 -0.33
F -8.17 0.27 -0.19 -0.29
C -8.29 -2.19 -0.77 0.40
F -7.48 -3.30 -1.11 -0.24
F -9.12 -2.65 0.28 -0.30
C -9.27 -1.82 -1.97 0.60
F -9.92 -3.03 -2.33 -0.27
F -10.33 -0.96 -1.59 -0.24
C -8.57 -1.29 -3.30 0.60
F -8.40 0.12 -3.31 -0.22
F -7.39 -1.97 -3.64 -0.21
F -9.47 -1.55 -4.36 -0.24
N -3.53 2.27 -1.45 0.19
C -4.25 3.45 -0.89 -0.67
N -2.21 2.17 -1.87 -0.02
Cl -1.15 3.49 -1.86 0.07
H 1.20 -1.90 0.03 0.30
H 2.65 -1.43 1.12 0.29
H 2.99 -2.37 -0.43 0.20
H 3.33 0.36 -0.25 0.11
H 1.51 0.47 -0.35 0.00
H 0.83 -1.33 -2.24 -0.12
H 1.56 -0.94 -3.86 0.33
H 0.70 1.46 -2.05 0.31
H 0.49 1.32 -3.87 0.23
H -1.12 -0.80 -2.96 0.20
H -6.35 0.92 -2.10 0.28
H -5.97 1.43 -0.32 0.40
H -5.23 -1.20 0.04 0.50
H -5.87 -1.48 -1.68 0.29
H -3.70 4.42 -1.12 0.24
H -4.23 3.33 0.25 0.35
H -5.35 3.46 -1.18 0.30
C -2.36 -5.19 -4.67 -1.42
C -1.28 -5.39 -3.62 0.51
C -1.68 -4.94 -2.25 -0.41
O -0.43 -4.62 -1.66 -0.31
C 0.41 -4.27 -2.68 0.63
O 1.48 -3.76 -2.53 -0.48
O -0.15 -4.56 -3.89 -0.34
H -1.96 -5.40 -5.67 0.36
H -3.21 -5.85 -4.49 0.38
H -2.71 -4.16 -4.68 0.31
H -0.95 -6.43 -3.62 0.26
H -2.19 -5.72 -1.68 0.33
H -2.30 -4.03 -2.25 0.22
C 3.08 2.93 3.20 -1.48
C 3.91 1.69 3.42 0.51
C 5.36 1.97 3.69 -0.47
O 5.99 0.77 3.23 -0.33
C 5.18 0.25 2.26 0.57
O 5.48 -0.64 1.53 -0.50
O 3.97 0.89 2.24 -0.24
H 2.07 2.66 2.87 0.37
H 3.00 3.52 4.12 0.40
H 3.51 3.56 2.42 0.36
H 3.46 1.07 4.22 0.26
H 5.57 2.14 4.74 0.28
H 5.75 2.81 3.11 0.29
C 10.58 2.56 5.76 -1.45
C 9.30 3.38 5.88 0.49
C 8.18 2.87 5.03 -0.54
O 7.41 4.05 4.80 -0.24
C 8.28 5.10 4.87 0.58
O 8.02 6.21 4.55 -0.53
O 9.49 4.69 5.37 -0.35
H 11.40 3.06 6.28 0.36
H 10.44 1.57 6.19 0.38
H 10.88 2.46 4.72 0.36
H 9.01 3.46 6.93 0.27
H 7.58 2.11 5.53 0.36
H 8.51 2.48 4.06 0.31
```

Values from the calculation:
net charge	+1

2.
Here is a molecular structure, C30H33BrF3IrN4O4S from the OMol25 dataset. Energies are from ωB97M-V/def2-TZVPD.

XYZ file:
```
77
Properties=species:S:1:pos:R:3:lowdin_spin:R:1
Ir 0.29 -0.63 0.11 2.91
Br 7.03 -3.52 -1.29 0.09
C 5.55 -2.38 -1.10 0.21
C 5.19 -1.53 -2.17 -0.02
C 4.10 -0.73 -2.07 0.13
C 3.31 -0.71 -0.86 0.10
O 2.28 -0.02 -0.78 0.32
C 3.75 -1.54 0.25 0.13
C 3.09 -1.42 1.50 -0.02
N 2.04 -0.67 1.70 0.21
C 1.80 -0.04 2.90 0.00
C 2.78 0.11 3.87 0.05
C 2.52 0.78 5.07 0.00
C 1.29 1.30 5.32 0.05
C 0.29 1.26 4.32 0.00
C -0.97 1.88 4.49 0.01
C -1.85 1.90 3.45 0.00
C -1.48 1.29 2.24 0.02
N -0.35 0.63 2.07 0.06
C 0.55 0.61 3.08 0.02
C 4.84 -2.39 0.09 -0.01
H 5.78 -1.54 -3.08 0.00
H 3.74 -0.11 -2.88 0.00
H 3.56 -1.92 2.35 0.00
H 3.78 -0.28 3.69 0.00
H 3.31 0.87 5.80 0.00
H 1.06 1.79 6.26 0.00
H -1.21 2.34 5.44 0.00
H -2.81 2.38 3.53 0.00
H -2.14 1.35 1.40 0.00
H 5.12 -3.05 0.90 0.00
C -0.96 -2.13 3.07 0.01
N -0.76 -2.50 1.66 0.13
C 0.05 -3.73 1.66 0.01
C -2.07 -2.77 1.04 0.00
C -2.79 -1.52 0.57 0.00
N -2.18 -0.90 -0.61 0.12
C -2.77 0.43 -0.88 0.00
C -2.41 -1.73 -1.80 0.01
H -1.44 -2.95 3.61 0.00
H -1.58 -1.25 3.15 0.00
H 0.00 -1.93 3.54 0.00
H -0.42 -4.50 2.27 0.00
H 1.04 -3.52 2.06 0.00
H 0.17 -4.13 0.65 0.00
H -2.72 -3.28 1.77 0.00
H -1.92 -3.45 0.21 0.00
H -2.80 -0.78 1.38 0.00
H -3.84 -1.79 0.36 0.00
H -3.81 0.47 -0.53 0.00
H -2.76 0.62 -1.95 0.00
H -2.18 1.22 -0.43 0.00
H -3.48 -1.73 -2.05 0.00
H -2.10 -2.75 -1.66 0.00
H -1.85 -1.31 -2.64 0.00
C -3.70 4.89 -4.77 0.00
C -2.53 4.15 -4.18 0.00
C -1.84 4.66 -3.08 0.00
C -0.78 3.97 -2.52 0.00
C -0.41 2.76 -3.08 0.01
C -1.06 2.22 -4.18 0.00
C -2.13 2.93 -4.72 0.00
S 0.86 1.76 -2.24 0.01
O 1.72 2.67 -1.55 0.01
O 1.42 0.93 -3.28 0.00
O -0.11 1.04 -1.30 0.18
H -4.03 5.69 -4.11 0.00
H -4.53 4.21 -4.96 0.00
H -3.41 5.34 -5.73 0.00
H -2.14 5.61 -2.66 0.00
H -0.23 4.35 -1.67 0.00
H -0.74 1.28 -4.59 0.00
H -2.65 2.53 -5.59 0.00
F 1.05 -2.01 -2.43 0.04
C 0.78 -2.47 -1.20 0.14
F -0.13 -3.47 -1.40 0.03
F 1.90 -3.15 -0.80 0.03
```

Values from the calculation:
net charge	+1
2S+1	6
<S²>	8.84

3.
Here is 2 unconnected molecules or ions with the total composition C12H14SSe from the OMol25 dataset. Energies are from ωB97M-V/def2-TZVPD.

XYZ file:
```
28
Properties=species:S:1:pos:R:3:nbo_charge:R:1
C -2.44 -1.84 -0.95 -0.20
C -2.33 -1.15 -2.24 -0.25
C -2.93 -1.28 0.17 -0.22
C -1.40 -0.21 -2.55 -0.18
C -3.39 0.08 0.26 -0.18
C -0.26 0.43 -1.83 -0.42
C -2.59 1.08 0.57 -0.38
C -0.16 0.56 -0.52 -0.19
C 2.58 0.28 2.17 -0.41
C 2.58 1.48 1.22 -0.48
C 3.20 -0.84 1.42 -0.54
C 2.21 1.01 -0.12 -0.32
S -0.89 0.91 0.95 0.32
Se 2.89 -0.63 -0.52 0.39
H -2.26 -2.86 -0.87 0.21
H -2.91 -1.54 -3.15 0.21
H -2.89 -1.82 1.08 0.21
H -1.59 -0.05 -3.67 0.20
H -4.48 0.33 0.02 0.22
H 0.67 0.49 -2.53 0.21
H -2.90 2.10 0.61 0.22
H 3.13 0.50 3.00 0.21
H 1.62 0.11 2.54 0.22
H 1.95 2.17 1.59 0.23
H 3.60 1.78 1.10 0.22
H 4.22 -0.88 1.61 0.21
H 2.79 -1.87 1.63 0.23
H 1.98 1.63 -0.99 0.24
```

Values from the calculation:
energy above the lowest of the compared OMol25 structures with the same formula, charge and spin	0.0	kJ/mol

4.
Here is a molecular structure, C37H44N3O from the OMol25 dataset. Energies are from ωB97M-V/def2-TZVPD.

XYZ file:
```
85
Properties=species:S:1:pos:R:3:mulliken_charge:R:1
C 1.45 3.35 -1.74 -0.67
C 0.19 2.57 -1.41 -0.95
C 0.31 1.56 -0.27 -0.45
N 1.57 0.79 -0.19 0.27
C 1.72 -0.20 0.71 1.18
C 0.69 -0.91 1.46 -1.02
C 3.08 -0.76 0.88 -0.79
C 3.57 -1.85 0.12 -0.02
C 4.83 -2.37 0.40 -0.70
C 5.59 -1.86 1.46 -0.44
C 5.10 -0.78 2.22 -0.85
C 3.86 -0.23 1.91 0.12
C 2.81 1.44 -0.72 -0.54
C 2.61 2.39 -1.93 -0.93
H 1.32 3.94 -2.65 0.35
H 1.69 4.05 -0.93 0.33
H -0.61 3.28 -1.17 0.38
H -0.14 2.04 -2.31 0.38
H 0.17 2.09 0.69 0.25
H -0.52 0.85 -0.36 0.35
H 0.86 -2.00 1.44 0.31
H -0.32 -0.60 1.18 0.12
H 2.96 -2.26 -0.69 0.49
H 5.23 -3.21 -0.19 0.41
H 6.56 -2.29 1.72 0.40
H 5.68 -0.37 3.06 0.44
H 3.46 0.62 2.48 0.44
H 3.28 2.02 0.10 0.32
H 3.52 0.68 -1.03 0.42
H 2.46 1.77 -2.82 0.37
H 3.56 2.93 -2.07 0.38
C -3.30 -5.52 7.06 -0.99
N -2.59 -5.32 5.83 0.31
C -2.94 -6.00 4.70 -0.02
O -3.82 -6.86 4.60 -0.70
C -2.08 -5.48 3.56 0.29
C -2.92 -4.93 2.42 -1.40
C -3.77 -3.79 2.90 0.06
C -4.96 -4.04 3.59 -0.10
C -5.71 -2.99 4.13 -0.70
C -5.28 -1.67 3.98 -0.55
C -4.11 -1.41 3.25 -0.56
C -3.39 -2.46 2.68 0.10
N -1.26 -4.46 4.21 0.37
C -0.55 -3.58 3.47 -0.37
C 0.13 -2.49 3.99 -1.26
C 0.21 -1.18 3.35 1.05
C 1.12 -0.21 4.01 0.37
C 0.95 1.14 3.70 0.12
C 1.65 2.11 4.43 -0.93
C 2.54 1.74 5.44 -0.47
C 2.79 0.38 5.65 -0.97
C 2.13 -0.60 4.90 -0.30
C -1.59 -4.29 5.64 0.55
C -2.16 -2.89 6.00 -0.29
C -1.80 -2.67 7.46 -0.84
C -0.69 -3.68 7.83 -0.64
C -0.39 -4.54 6.60 -1.31
H -3.94 -6.40 6.95 0.43
H -2.60 -5.69 7.88 0.28
H -3.93 -4.66 7.31 0.25
H -1.43 -6.31 3.22 0.32
H -2.27 -4.62 1.60 0.49
H -3.57 -5.75 2.07 0.61
H -5.30 -5.08 3.70 0.42
H -6.64 -3.22 4.67 0.41
H -5.85 -0.85 4.40 0.41
H -3.76 -0.38 3.10 0.38
H -2.51 -2.26 2.04 0.49
H -0.46 -3.79 2.39 0.71
H 0.61 -2.61 4.98 -0.09
H -0.83 -0.80 3.13 0.13
H 0.27 1.44 2.90 0.39
H 1.48 3.17 4.21 0.43
H 3.03 2.50 6.05 0.43
H 3.53 0.08 6.41 0.42
H 2.41 -1.64 5.03 0.60
H -1.69 -2.13 5.36 -0.19
H -3.23 -2.87 5.77 0.24
H -1.46 -1.64 7.63 0.42
H -2.69 -2.83 8.08 0.32
H 0.21 -3.16 8.17 0.42
H -1.03 -4.32 8.67 0.37
H -0.33 -5.61 6.83 0.37
H 0.54 -4.25 6.12 0.36
```

Values from the calculation:
net charge	+1

5.
Here is 3 unconnected molecules or ions with the total composition C4H7NO2 from the OMol25 dataset. Energies are from ωB97M-V/def2-TZVPD.

XYZ file:
```
14
Properties=species:S:1:pos:R:3:nbo_charge:R:1
C 0.98 -1.30 0.16 -0.31
C -0.03 -0.35 0.20 -0.01
N -0.27 0.30 1.36 0.04
O 0.44 -0.08 2.33 -0.39
C -0.65 0.22 -1.03 0.01
C -1.63 1.30 -0.96 -0.10
O -0.30 1.56 -1.38 -0.47
H 1.08 -2.00 0.99 0.24
H 1.41 -1.61 -0.79 0.23
H 2.14 -0.47 0.99 0.01
H 1.82 -0.20 1.74 0.18
H -0.69 -0.46 -1.88 0.19
H -2.39 1.37 -1.74 0.18
H -1.90 1.71 0.01 0.21
```

Values from the calculation:
energy above the lowest of the compared OMol25 structures with the same formula, charge and spin	675.6	kJ/mol

6.
Here is a molecular structure, C36H48CdN5O2S5Sb from the OMol25 dataset. Energies are from ωB97M-V/def2-TZVPD.

XYZ file:
```
98
Properties=species:S:1:pos:R:3:mulliken_charge:R:1
Cd -1.60 0.28 0.24 2.05
O 0.75 1.15 5.03 -0.74
C 1.28 -0.08 5.15 0.15
C 2.25 -0.29 6.14 -0.71
C 2.82 -1.53 6.30 -0.32
C 2.43 -2.60 5.50 -0.88
C 1.47 -2.39 4.52 -0.07
C 0.89 -1.14 4.32 0.43
C -0.14 -0.90 3.26 0.51
O -0.60 0.25 3.12 -0.81
N -0.51 -1.99 2.58 -1.02
N -1.42 -1.70 1.61 0.83
C -2.20 -2.65 1.29 -0.80
C -3.21 -2.49 0.24 0.63
C -3.96 -3.58 -0.18 -0.95
C -4.84 -3.42 -1.24 -0.31
C -4.92 -2.18 -1.86 -1.06
C -4.15 -1.14 -1.36 -0.28
N -3.34 -1.29 -0.32 0.23
H 0.12 1.08 4.25 0.36
H 2.54 0.56 6.75 0.42
H 3.57 -1.68 7.07 0.37
H 2.87 -3.58 5.63 0.38
H 1.14 -3.20 3.88 0.39
H -2.13 -3.61 1.80 0.27
H -3.84 -4.54 0.31 0.41
H -5.43 -4.25 -1.60 0.40
H -5.57 -2.00 -2.71 0.44
H -4.18 -0.15 -1.80 0.66
C 3.37 -2.03 1.69 -2.18
C 3.33 -1.80 0.18 2.17
C 2.48 -2.93 -0.40 -1.82
C 4.73 -1.89 -0.41 -1.87
Sb 2.19 0.08 -0.10 0.57
C 2.73 0.70 -2.14 1.94
C 2.43 -0.47 -3.07 -1.77
C 4.18 1.14 -2.34 -1.77
C 1.79 1.85 -2.50 -1.63
C 3.33 1.52 1.12 2.33
C 3.07 2.94 0.60 -1.88
C 4.84 1.30 1.20 -1.85
C 2.72 1.42 2.52 -1.74
H 3.78 -3.03 1.90 0.64
H 2.37 -1.99 2.13 0.23
H 4.00 -1.31 2.22 0.15
H 2.92 -3.90 -0.11 0.54
H 2.43 -2.91 -1.49 0.32
H 1.46 -2.91 -0.02 0.15
H 5.17 -2.87 -0.16 0.48
H 5.40 -1.12 -0.04 0.24
H 4.71 -1.83 -1.51 0.31
H 3.09 -1.32 -2.89 0.28
H 2.59 -0.15 -4.11 0.53
H 1.39 -0.80 -3.00 0.14
H 4.89 0.32 -2.19 0.24
H 4.47 1.95 -1.67 0.26
H 4.31 1.51 -3.37 0.50
H 0.75 1.58 -2.30 0.00
H 1.87 2.05 -3.58 0.52
H 2.01 2.77 -1.97 0.34
H 3.57 3.13 -0.35 0.40
H 3.46 3.65 1.34 0.53
H 2.00 3.14 0.50 0.22
H 5.31 1.31 0.22 0.22
H 5.10 0.36 1.70 0.33
H 5.28 2.11 1.79 0.51
H 1.65 1.66 2.50 0.02
H 3.21 2.14 3.19 0.57
H 2.84 0.43 2.96 0.08
C -5.60 2.67 -3.34 -0.50
S -5.36 4.16 -2.33 -0.12
C -6.42 3.85 -0.98 -0.26
C -6.27 2.87 -0.05 0.10
S -5.08 1.65 0.07 -0.37
S -7.56 2.86 1.15 -0.08
C -8.51 4.18 0.57 0.08
S -9.94 4.68 1.27 -0.37
S -7.85 4.86 -0.85 -0.14
H -5.39 2.93 -4.37 0.36
H -6.64 2.34 -3.25 0.36
H -4.93 1.87 -3.01 -0.13
C -1.90 2.41 -2.45 -1.12
C -1.61 1.00 -2.87 0.02
C -1.62 0.48 -4.16 -1.01
C -1.30 -0.90 -4.04 -1.10
C -1.13 -1.14 -2.69 -0.66
C -0.77 -2.43 -2.02 -0.23
N -1.31 0.01 -1.98 2.46
H -2.16 3.01 -3.32 0.42
H -1.06 2.88 -1.95 0.06
H -2.74 2.47 -1.75 0.03
H -1.82 1.05 -5.06 0.50
H -1.20 -1.62 -4.84 0.47
H 0.04 -2.94 -2.55 0.49
H -1.62 -3.13 -1.97 0.23
H -0.44 -2.25 -1.00 -0.70
N -0.30 3.23 1.03 -0.68
C -0.85 2.24 0.78 -0.34
```

Values from the calculation:
net charge	-2
energy above the lowest of the compared OMol25 structures with the same formula, charge and spin	107.0	kJ/mol

7.
Here is 7 unconnected molecules or ions with the total composition H14O7 from the OMol25 dataset. Energies are from ωB97M-V/def2-TZVPD.

XYZ file:
```
21
Properties=species:S:1:pos:R:3:nbo_charge:R:1
O 1.83 -2.59 1.46 -0.94
H 1.45 -3.28 1.85 0.45
H 1.20 -2.08 1.04 0.48
O 0.40 2.66 -2.21 -0.96
H -0.29 2.91 -1.60 0.46
H 0.45 1.70 -2.18 0.49
O 2.00 1.66 1.22 -0.97
H 1.23 0.93 1.09 0.50
H 2.36 1.78 0.30 0.47
O -1.38 2.10 0.06 -0.96
H -1.21 3.09 -0.07 0.48
H -1.59 1.89 0.95 0.48
O 0.39 -0.10 -2.27 -0.98
H -0.52 -0.52 -2.56 0.51
H 1.14 -0.42 -2.77 0.50
O -2.27 -2.61 1.40 -0.94
H -1.50 -2.88 1.85 0.47
H -2.70 -1.94 2.07 0.48
O -0.06 -0.64 0.33 -0.99
H 0.06 -0.73 -0.56 0.49
H -0.97 -0.94 0.62 0.49
```

Values from the calculation:
energy above the lowest of the compared OMol25 structures with the same formula, charge and spin	279.5	kJ/mol

8.
Here is 7 unconnected molecules or ions with the total composition C28H43N2O19 from the OMol25 dataset. Energies are from ωB97M-V/def2-TZVPD.

XYZ file:
```
92
Properties=species:S:1:pos:R:3:mulliken_charge:R:1
C 4.40 -4.94 0.54 -0.82
C 4.69 -3.49 0.84 0.74
O 4.91 -3.05 1.94 -0.62
N 4.73 -2.70 -0.29 -0.06
C 4.86 -1.25 -0.17 -1.16
C 3.54 -0.49 -0.30 -0.55
C 2.60 -0.57 0.92 -0.10
C 1.68 -1.81 1.09 -1.10
C 1.12 -2.37 -0.19 1.04
C 0.09 -3.51 -0.20 -0.58
C -0.39 -3.45 -1.67 -0.55
C -0.39 -1.98 -1.88 -0.36
N 0.36 -1.38 -1.03 0.31
H 3.41 -5.22 0.92 0.23
H 4.42 -5.06 -0.55 0.12
H 5.15 -5.56 1.03 0.39
H 4.14 -3.00 -1.05 -0.04
H 5.55 -0.90 -0.93 0.40
H 5.31 -1.05 0.81 0.57
H 3.05 -0.80 -1.24 0.22
H 3.80 0.57 -0.45 0.37
H 1.95 0.30 0.94 -0.11
H 3.24 -0.52 1.81 0.53
H 2.19 -2.62 1.62 0.33
H 0.84 -1.51 1.73 0.42
H 1.92 -2.69 -0.85 -0.73
H -0.77 -3.25 0.42 0.26
H 0.52 -4.45 0.13 0.30
H -1.42 -3.81 -1.76 0.45
H 0.30 -3.98 -2.33 0.23
H -0.99 -1.44 -2.60 0.62
H 0.43 -0.38 -0.94 0.27
C 0.83 2.81 4.35 -0.38
C 1.54 2.60 3.02 -0.34
O 0.68 1.65 2.36 -0.04
C -0.56 1.76 2.91 0.50
O -1.54 1.24 2.45 -0.58
O -0.53 2.53 4.00 -0.36
H 0.91 3.82 4.74 0.34
H 1.14 2.09 5.11 0.26
H 1.57 3.51 2.42 0.19
H 2.54 2.19 3.12 0.34
C -4.26 -0.99 0.66 -0.18
C -4.10 -1.40 -0.79 0.21
O -3.37 -2.63 -0.67 -0.28
C -3.57 -3.14 0.57 0.66
O -3.21 -4.23 0.90 -0.54
O -4.21 -2.25 1.34 -0.34
H -5.19 -0.49 0.88 0.30
H -3.42 -0.38 1.02 0.12
H -5.06 -1.61 -1.27 0.27
H -3.55 -0.68 -1.39 -0.09
C 3.37 -6.46 -3.49 -0.27
C 4.17 -5.84 -4.64 -0.40
O 3.76 -4.46 -4.59 -0.36
C 3.33 -4.19 -3.36 0.66
O 3.05 -3.11 -2.92 -0.52
O 3.20 -5.31 -2.63 -0.29
H 3.90 -7.24 -2.96 0.30
H 2.39 -6.81 -3.80 0.25
H 5.24 -5.88 -4.47 0.28
H 3.93 -6.25 -5.62 0.32
C -3.49 4.78 4.39 -0.29
C -4.11 5.61 5.51 -0.34
O -2.96 5.96 6.29 -0.34
C -1.87 5.90 5.51 0.63
O -0.78 6.27 5.81 -0.53
O -2.17 5.33 4.31 -0.19
H -3.98 4.88 3.43 0.32
H -3.41 3.72 4.66 0.23
H -4.57 6.53 5.13 0.26
H -4.81 5.07 6.13 0.30
C -3.14 1.89 -4.11 -0.29
C -4.20 2.96 -4.34 -0.34
O -5.41 2.25 -4.05 -0.34
C -5.13 1.22 -3.24 0.58
O -5.92 0.54 -2.67 -0.51
O -3.79 1.04 -3.15 -0.20
H -2.21 2.27 -3.70 0.28
H -2.94 1.30 -5.01 0.26
H -4.10 3.79 -3.64 0.24
H -4.23 3.34 -5.36 0.31
C -0.72 5.21 0.41 -0.19
C -0.22 4.14 -0.55 -0.08
O -0.50 4.72 -1.82 -0.37
C -0.58 6.07 -1.67 0.57
O -0.64 6.84 -2.57 -0.50
O -0.56 6.40 -0.36 -0.34
H -0.14 5.28 1.33 0.28
H -1.77 5.08 0.66 0.18
H 0.86 3.98 -0.47 0.21
H -0.74 3.19 -0.44 0.22
```

Values from the calculation:
net charge	+1

no.,calculated total energy (Eh)
1,-3303.65351
2,-5058.71454
3,-3265.01643
4,-1675.52670
5,-361.62354
6,-4223.87179
7,-535.01739
8,-2631.67756